Here is one molecule with the formula C5H9O5 from OMol25. Energies are from ωB97M-V with the def2-TZVPD basis set.

Output
Calculated total energy, Eh: -571.6805
LUMO energy (spin up / spin down), eV: -0.8777 / -1.8751
Kohn-Sham gap (spin up / spin down), eV: 7.253 / 6.244
Charge: 0
Spin multiplicity: 2
HOMO level (spin up / spin down), eV: -8.13 / -8.12
ΔE to the lowest compared entry with this formula, charge and spin, kJ/mol: 715.2

The geometry in XYZ format:
```
19
Properties=species:S:1:pos:R:3:mulliken_spin:R:1
C 1.5764 -1.3594 -1.3476 0.01
C 0.9289 -1.0291 0.0889 0.02
C 0.1279 -0.0930 0.7357 -0.02
C 0.6014 0.8692 1.7707 0.00
O 3.2754 -0.8543 -3.2658 0.84
O 2.3112 -0.4554 -2.0861 0.13
C -1.1539 0.4078 0.0611 0.00
O -0.9924 1.6931 -0.4348 0.00
O -2.1720 0.2630 1.0211 0.00
O -3.3165 0.9435 0.3977 0.00
H 2.2294 -2.2322 -1.0830 0.00
H 0.7263 -1.7194 -1.9621 0.02
H 1.0060 -1.9709 0.6654 0.00
H -0.0061 0.7558 2.6769 0.00
H 1.6568 0.6841 2.0254 0.00
H 0.5133 1.9185 1.4281 0.00
H -1.3525 -0.2250 -0.8103 0.00
H -1.8960 2.0350 -0.5415 0.00
H -4.0638 0.3686 0.6602 0.00
```